Below is 10 unconnected molecules or ions with the total composition C26H77N5O13 at a distorted geometry, with properties calculated with the ωB97M-V functional and the def2-TZVPD basis.

Total energy = -62274.5449 eV
Structure (SMILES) = COC[C@H](C)N.COC[C@H](C)N.COCCNCCOC.COCCNCCOC.COCCNCCOC.O.O.O.O.O
LUMO = 0.58 eV
HOMO = -0.312 Eh
Frontier orbital gap = 0.3329 hartree

Structure (ORCA input):
```
! RIJCOSX wB97M-V def2-TZVPD def2/J DEFGRID3
* xyz 0 1
C 3.129 -22.226 -16.742
O 2.006 -21.810 -17.455
C 2.325 -21.608 -18.797
C 1.036 -21.193 -19.499
C 1.355 -20.855 -20.939
N 0.326 -20.089 -18.754
H 2.843 -22.225 -15.681
H 3.964 -21.532 -16.896
H 3.439 -23.219 -17.084
H 3.011 -20.762 -18.966
H 2.675 -22.501 -19.297
H 0.422 -22.109 -19.502
H 2.052 -20.008 -21.005
H 0.521 -20.567 -21.543
H 1.777 -21.720 -21.407
H -0.471 -19.817 -19.321
H -0.001 -20.352 -17.852
C 6.708 -19.567 -14.890
O 6.388 -20.617 -15.844
C 6.857 -20.197 -17.148
C 6.719 -21.358 -18.206
C 7.592 -22.528 -17.846
N 7.117 -20.833 -19.535
H 7.720 -19.191 -15.087
H 6.526 -20.099 -13.962
H 6.076 -18.713 -15.048
H 6.268 -19.324 -17.498
H 7.910 -19.931 -17.076
H 5.666 -21.590 -18.200
H 7.304 -22.921 -16.862
H 8.630 -22.171 -17.744
H 7.558 -23.317 -18.596
H 6.290 -20.388 -19.932
H 7.253 -21.685 -20.068
C 0.439 -9.865 -22.563
O 1.835 -10.125 -22.537
C 2.476 -9.760 -23.732
C 3.888 -10.204 -23.581
N 3.913 -11.657 -23.407
C 5.218 -12.179 -23.065
C 5.139 -13.716 -22.859
O 4.504 -14.055 -21.609
C 4.434 -15.460 -21.447
H 0.323 -8.767 -22.498
H 0.079 -10.315 -21.620
H -0.147 -10.297 -23.374
H 2.488 -8.661 -23.829
H 1.984 -10.183 -24.610
H 4.292 -9.645 -22.689
H 4.457 -9.876 -24.441
H 3.326 -11.754 -22.569
H 5.650 -11.717 -22.182
H 5.910 -12.120 -23.900
H 6.139 -14.155 -22.897
H 4.517 -14.190 -23.605
H 4.146 -15.608 -20.424
H 5.375 -15.996 -21.679
H 3.688 -15.797 -22.172
C 5.144 -15.254 -15.145
O 4.667 -16.593 -15.211
C 4.489 -17.074 -16.555
C 3.638 -18.283 -16.337
N 2.434 -17.923 -15.583
C 1.674 -19.109 -15.130
C 0.402 -18.710 -14.399
O 0.608 -18.339 -12.992
C -0.557 -18.368 -12.212
H 4.957 -14.952 -14.112
H 4.602 -14.628 -15.864
H 6.222 -15.184 -15.358
H 5.428 -17.320 -17.044
H 3.951 -16.296 -17.129
H 4.228 -18.972 -15.689
H 3.384 -18.796 -17.257
H 2.579 -17.358 -14.736
H 2.308 -19.740 -14.520
H 1.218 -19.664 -15.967
H -0.310 -19.559 -14.459
H 0.053 -17.831 -14.947
H -1.144 -17.537 -12.534
H -0.324 -18.392 -11.159
H -1.203 -19.176 -12.502
C 3.468 -17.123 -27.482
O 4.414 -16.974 -26.415
C 4.683 -18.130 -25.619
C 5.846 -17.660 -24.765
N 6.198 -18.738 -23.800
C 7.143 -18.263 -22.807
C 8.552 -17.854 -23.233
O 9.230 -18.923 -23.909
C 10.379 -18.504 -24.630
H 3.253 -16.130 -27.841
H 2.552 -17.644 -27.178
H 3.973 -17.686 -28.276
H 4.787 -19.016 -26.281
H 3.836 -18.402 -24.987
H 5.610 -16.737 -24.225
H 6.705 -17.384 -25.403
H 6.640 -19.492 -24.331
H 7.312 -19.045 -22.084
H 6.734 -17.412 -22.256
H 9.064 -17.559 -22.284
H 8.608 -16.921 -23.800
H 10.063 -17.737 -25.303
H 10.677 -19.401 -25.205
H 11.167 -18.190 -23.938
O 4.684 -20.563 -22.221
H 4.228 -20.219 -21.430
H 5.087 -19.789 -22.632
O 8.869 -18.619 -19.740
H 9.329 -18.676 -20.572
H 8.398 -19.470 -19.587
O 6.650 -16.679 -19.227
H 6.856 -15.952 -19.812
H 7.354 -17.325 -19.388
O 4.511 -18.638 -19.808
H 3.666 -18.252 -19.498
H 5.066 -17.861 -19.939
O 1.812 -17.553 -19.099
H 1.703 -17.119 -18.276
H 1.320 -18.368 -18.984
*
```

Below is 13 unconnected molecules or ions with the total composition C26H78O13 at a distorted geometry, with properties calculated with the ωB97M-V functional and the def2-TZVPD basis.

Total energy = -54842.0463 eV
LUMO = 0.35 eV
HOMO = -0.347 Eh
Frontier orbital gap = 0.3600 hartree

Structure (ORCA input):
```
! RIJCOSX wB97M-V def2-TZVPD def2/J DEFGRID3
* xyz 0 1
C -5.574 -19.160 -9.030
C -5.833 -19.596 -10.449
O -4.602 -19.700 -11.177
H -5.280 -18.109 -9.013
H -4.710 -19.699 -8.627
H -6.401 -19.403 -8.369
H -6.480 -18.879 -10.986
H -6.386 -20.546 -10.475
H -4.847 -20.082 -12.047
C -6.818 -21.992 -19.268
C -5.587 -21.423 -18.567
O -5.007 -20.368 -19.328
H -6.525 -22.336 -20.267
H -7.592 -21.242 -19.379
H -7.176 -22.900 -18.772
H -4.821 -22.174 -18.386
H -5.950 -21.011 -17.614
H -5.301 -19.515 -18.921
C -2.294 -22.930 -17.071
C -2.365 -22.597 -15.597
O -3.727 -22.342 -15.231
H -2.715 -22.111 -17.663
H -2.821 -23.839 -17.364
H -1.264 -22.977 -17.443
H -1.791 -21.694 -15.396
H -1.939 -23.391 -14.976
H -4.169 -23.221 -15.269
C -7.068 -23.359 -15.612
C -6.121 -24.205 -16.439
O -5.163 -24.753 -15.524
H -7.581 -24.010 -14.898
H -7.893 -22.935 -16.192
H -6.565 -22.569 -15.061
H -5.624 -23.578 -17.189
H -6.658 -24.984 -16.983
H -4.705 -25.500 -15.927
C -8.786 -19.150 -16.956
C -8.885 -17.755 -16.359
O -7.577 -17.176 -16.183
H -9.751 -19.627 -16.783
H -8.001 -19.740 -16.486
H -8.601 -19.094 -18.027
H -9.399 -17.830 -15.394
H -9.457 -17.107 -17.033
H -7.698 -16.321 -15.737
C -2.574 -18.250 -16.952
C -3.046 -18.704 -18.309
O -2.031 -19.493 -18.931
H -2.440 -19.137 -16.322
H -3.299 -17.618 -16.448
H -1.617 -17.727 -16.991
H -3.258 -17.836 -18.946
H -3.958 -19.294 -18.208
H -2.451 -20.040 -19.599
C -0.701 -19.772 -13.428
C -0.579 -19.244 -12.014
O 0.548 -19.771 -11.313
H 0.263 -19.856 -13.930
H -1.332 -19.101 -14.025
H -1.243 -20.718 -13.456
H -1.486 -19.459 -11.444
H -0.523 -18.147 -11.956
H 1.324 -19.490 -11.810
C -9.605 -20.980 -14.017
C -8.905 -20.981 -12.654
O -7.857 -21.939 -12.618
H -10.051 -21.956 -14.214
H -8.918 -20.708 -14.812
H -10.450 -20.279 -13.980
H -9.607 -21.202 -11.855
H -8.495 -19.973 -12.501
H -7.056 -21.576 -13.017
C -5.072 -18.324 -14.383
C -5.879 -19.587 -14.594
O -5.377 -20.645 -13.744
H -4.010 -18.557 -14.516
H -5.132 -18.074 -13.320
H -5.333 -17.478 -15.014
H -5.846 -19.948 -15.627
H -6.911 -19.409 -14.279
H -4.578 -20.976 -14.204
C -3.047 -14.414 -16.441
C -3.856 -13.141 -16.351
O -5.083 -13.360 -17.065
H -2.733 -14.632 -17.466
H -3.506 -15.307 -16.021
H -2.097 -14.309 -15.898
H -3.289 -12.289 -16.726
H -4.079 -13.010 -15.282
H -5.582 -12.532 -17.031
C -2.812 -16.134 -11.365
C -1.941 -15.578 -12.483
O -2.122 -14.154 -12.524
H -3.749 -15.582 -11.405
H -2.369 -16.060 -10.376
H -3.052 -17.180 -11.573
H -2.223 -16.055 -13.433
H -0.876 -15.797 -12.328
H -1.497 -13.786 -13.160
C -6.920 -15.773 -12.931
C -6.244 -14.762 -13.826
O -7.150 -14.346 -14.844
H -7.708 -15.304 -12.339
H -6.180 -16.172 -12.244
H -7.358 -16.578 -13.521
H -5.328 -15.222 -14.228
H -5.893 -13.881 -13.278
H -6.694 -13.728 -15.427
C -5.353 -16.949 -20.392
C -5.854 -16.680 -18.990
O -5.865 -17.911 -18.261
H -6.068 -17.595 -20.900
H -4.319 -17.276 -20.384
H -5.400 -16.008 -20.953
H -6.875 -16.285 -18.971
H -5.199 -15.960 -18.483
H -6.385 -17.820 -17.428
*
```

The highest frontier orbital gap belongs to which entry?
C26H78O13

The lowest LUMO belongs to which entry?
C26H78O13

Number 1 is which compound?
C26H77N5O13

The lowest HOMO belongs to which entry?
C26H78O13